Entry from the Open Molecules 2025 dataset: a cluster of 7 separate species, C33H70F3N7O9 in total at a distorted geometry (ωB97M-V/def2-TZVPD).

CARTESIAN COORDINATES (ANGSTROEM)
O: -0.5509 -2.4998 -1.9279
C: -1.1572 -2.0085 -0.8445
C: -0.1828 -1.1673 0.1704
C: 1.3629 -0.6353 0.0434
C: 1.9718 0.1747 1.3632
C: 0.9897 0.3648 2.6904
O: 1.6271 1.0707 3.8510
C: -0.5887 -0.1736 2.7471
C: -1.1950 -0.9610 1.4433
C: -2.6647 -1.6117 1.1200
O: -3.6810 -1.6428 1.9854
N: -2.5833 -2.1046 -0.3378
C: -3.6283 -1.5383 -1.2739
F: -3.6784 -0.0445 -1.1384
F: -5.0118 -2.0690 -1.0360
F: -3.3470 -1.8024 -2.7256
H: 1.9607 -0.8586 -0.9378
H: 3.0786 0.5784 1.2928
H: 2.2070 0.4203 4.3579
H: -1.2536 -0.0161 3.6972
C: 5.3451 -1.3139 -2.9508
O: 3.9650 -1.6314 -2.8613
C: 3.5011 -2.5396 -3.8652
C: 3.7845 -4.0276 -3.5570
C: 5.2368 -4.4344 -3.7909
N: 3.4088 -4.3726 -2.1772
H: 5.6955 -1.2759 -3.9867
H: 5.9313 -2.0307 -2.3740
H: 5.4967 -0.3288 -2.4992
H: 2.4140 -2.4045 -3.9031
H: 3.8830 -2.2527 -4.8532
H: 3.1686 -4.6263 -4.2390
H: 5.9059 -4.0873 -2.9987
H: 5.3257 -5.5264 -3.8242
H: 5.6052 -4.0428 -4.7452
H: 2.4122 -4.1881 -2.0547
H: 3.8576 -3.6892 -1.5605
C: -6.7977 3.7676 -3.1122
O: -5.6812 2.9572 -2.7806
C: -4.7337 3.5839 -1.9103
C: -5.1159 3.5357 -0.4132
C: -6.2038 4.5342 -0.0276
N: -5.5418 2.1867 -0.0096
H: -6.5320 4.8258 -3.1950
H: -7.5917 3.6283 -2.3773
H: -7.1848 3.4327 -4.0793
H: -3.8014 3.0218 -2.0383
H: -4.5242 4.6094 -2.2399
H: -4.2198 3.7978 0.1621
H: -7.2006 4.2180 -0.3476
H: -6.2437 4.6523 1.0614
H: -6.0029 5.5201 -0.4605
H: -4.7732 1.5370 -0.1811
H: -6.2635 1.8857 -0.6708
C: -2.7706 -0.4811 6.6442
O: -3.2660 0.1209 5.4587
C: -4.6936 0.1591 5.3673
C: -5.3499 1.3249 6.1417
C: -5.4039 1.1027 7.6506
N: -4.6696 2.6010 5.8715
H: -3.4050 -1.3037 6.9880
H: -2.6605 0.2708 7.4270
H: -1.7741 -0.8799 6.4315
H: -4.9158 0.2946 4.3025
H: -5.1260 -0.8083 5.6526
H: -6.3858 1.4087 5.7913
H: -4.4354 1.2548 8.1353
H: -6.1040 1.8071 8.1144
H: -5.7482 0.0899 7.8861
H: -4.7208 2.7922 4.8699
H: -3.6700 2.4533 6.0376
C: 2.8630 -2.1189 -10.8237
O: 3.1548 -1.1648 -9.8148
C: 2.1728 -1.0827 -8.7771
C: 2.3104 -2.1668 -7.6837
C: 1.8071 -3.5405 -8.1182
N: 3.7016 -2.2924 -7.2223
H: 1.7897 -2.1989 -11.0208
H: 3.2756 -3.0907 -10.5491
H: 3.3600 -1.8012 -11.7453
H: 2.3266 -0.1059 -8.3043
H: 1.1611 -1.0648 -9.2018
H: 1.6947 -1.8529 -6.8321
H: 2.5024 -4.0527 -8.7892
H: 1.6729 -4.1903 -7.2457
H: 0.8392 -3.4617 -8.6247
H: 4.0020 -1.3932 -6.8435
H: 4.2876 -2.4112 -8.0537
C: -0.6432 -2.6273 9.2840
O: -0.3762 -1.2398 9.1538
C: -0.9469 -0.4288 10.1856
C: -0.1210 -0.3867 11.4916
C: -0.2557 -1.6475 12.3409
N: 1.3044 -0.1447 11.2196
H: -1.6342 -2.8212 9.7052
H: 0.1302 -3.1011 9.8902
H: -0.5983 -3.0765 8.2872
H: -0.9804 0.5871 9.7753
H: -1.9876 -0.7199 10.3760
H: -0.5010 0.4484 12.0925
H: 0.3177 -2.4891 11.9421
H: 0.1155 -1.4644 13.3559
H: -1.3035 -1.9560 12.4220
H: 1.3967 0.7490 10.7348
H: 1.6003 -0.8304 10.5189
C: 3.9438 4.7022 -3.2704
O: 3.2739 3.4874 -3.5684
C: 3.3596 3.0861 -4.9394
C: 4.6743 2.3622 -5.3094
C: 5.8680 3.3014 -5.4592
N: 5.0087 1.3184 -4.3282
H: 3.8942 5.4169 -4.0975
H: 4.9813 4.5000 -3.0005
H: 3.4604 5.1511 -2.3975
H: 2.5332 2.3822 -5.0911
H: 3.1669 3.9371 -5.6048
H: 4.5200 1.8801 -6.2824
H: 6.2624 3.6404 -4.4972
H: 6.6897 2.7932 -5.9768
H: 5.6007 4.1847 -6.0491
H: 4.2470 0.6391 -4.3023
H: 4.9763 1.7519 -3.4010

Forces on the atoms, in the same order (eV/Å):
-5.1 2.5 6.2
5.9 -0.4 -3.8
-1.7 0.9 2.9
-2.8 0.4 3.7
-4.3 -2.0 -0.8
-0.2 -1.4 -2.2
-1.1 -2.7 -2.0
1.9 -0.8 -2.9
4.5 1.4 -0.4
-2.2 1.4 4.4
6.4 -0.1 -6.4
-0.5 1.6 -0.8
-1.7 0.5 -1.9
0.0 -4.7 -0.5
5.1 2.0 -0.6
-0.8 0.9 5.4
-1.2 0.5 2.1
-2.7 -0.8 0.4
-1.2 0.9 -1.2
1.5 -0.2 -1.9
0.1 0.0 0.4
-0.1 0.0 -0.4
-0.2 -0.1 0.0
0.2 0.3 0.2
0.2 -0.2 -0.2
-0.2 0.3 0.0
0.0 -0.1 0.1
0.2 -0.1 -0.1
-0.1 -0.2 -0.1
0.1 0.0 0.1
0.1 -0.2 0.2
0.0 0.2 0.1
-0.2 0.0 0.0
-0.1 0.2 0.1
-0.1 0.0 0.1
0.1 -0.2 0.0
0.0 -0.3 -0.2
-0.1 -0.4 -0.1
0.3 0.5 0.2
0.1 -0.3 0.1
-0.4 -0.1 -0.2
0.0 0.3 0.2
0.2 0.0 -0.3
0.0 0.0 0.1
-0.1 0.2 0.0
0.2 0.0 0.1
-0.2 -0.1 0.0
-0.2 0.1 0.0
0.0 -0.1 -0.1
0.2 0.0 0.0
0.0 -0.1 -0.2
0.0 -0.1 0.0
-0.2 0.2 0.2
0.1 0.1 0.3
0.4 0.2 -0.2
-0.5 -0.3 0.1
0.0 0.3 -0.3
0.5 -0.1 0.1
-0.2 0.0 0.3
0.2 -0.2 -0.3
-0.1 0.1 0.0
0.0 -0.1 0.2
-0.1 0.0 0.0
0.1 0.0 0.1
0.1 0.0 0.1
0.1 0.0 -0.1
-0.1 0.0 -0.1
0.1 -0.1 -0.1
0.1 0.1 0.0
-0.1 0.1 0.2
-0.3 0.1 0.0
0.4 0.1 -0.1
-0.6 0.0 0.2
0.3 0.1 0.1
0.2 -0.1 -0.4
-0.2 -0.2 0.1
0.1 0.3 -0.3
0.0 0.0 0.1
-0.2 -0.2 -0.1
-0.1 0.1 0.2
0.1 -0.1 -0.1
0.0 -0.2 -0.1
0.1 0.1 -0.1
0.0 0.2 0.1
0.1 0.1 -0.1
0.1 0.0 0.0
0.0 -0.1 0.0
-0.2 -0.1 0.2
0.3 0.0 -0.3
-0.5 0.2 0.4
0.2 0.2 -0.1
0.2 -0.3 -0.3
-0.1 -0.1 0.3
-0.2 0.1 -0.4
0.1 0.0 0.1
-0.1 -0.2 0.1
0.0 0.2 0.1
0.1 -0.1 0.0
0.0 -0.2 0.0
0.0 0.0 -0.2
-0.1 0.2 0.0
0.0 0.0 -0.2
0.1 0.0 0.0
0.0 -0.1 0.2
-0.1 0.1 0.3
-0.1 -0.2 0.4
0.0 0.1 -0.6
-0.1 -0.3 0.1
0.0 0.3 0.5
0.2 0.1 -0.2
-0.4 0.2 -0.1
0.1 -0.1 0.0
0.1 0.2 -0.1
0.0 -0.1 -0.1
0.1 0.0 0.2
0.1 0.1 0.1
-0.1 0.0 0.1
-0.1 -0.1 -0.1
-0.2 0.0 0.1
0.0 -0.1 0.1
0.2 0.0 0.0
0.1 -0.1 -0.3

As for the structure (SMILES): O=C1c2ccc(O)cc2C(=O)N1C(F)(F)F.COC[C@@H](C)N.COC[C@@H](C)N.COC[C@@H](C)N.COC[C@@H](C)N.COC[C@@H](C)N.COC[C@@H](C)N. As for the multiplicity: 1. As for the net charge: 0. The value obtained for the lowest unoccupied orbital energy is -1.8 eV. The largest force on an atom comes out at 9.1 eV/A. The value obtained for the relative energy (zero: lowest compared OMol25 entry of this formula, charge and spin) is 12.384 eV. The calculation puts the HOMO energy at -0.3320 hartree.

Here are the Löwdin charges for atoms 1 to 4, given in e: 0.000, -0.209, -0.009, 0.048